(1)
{
  "formula": "C56H47BCl2MgNP3Si",
  "method": "ωB97M-V/def2-TZVPD",
  "elements": ["Mg", "C", "C", "C", "C", "C", "C", "P", "C", "C", "C", "C", "C", "C", "C", "C", "C", "C", "C", "C", "Si", "C", "C", "C", "C", "C", "C", "P", "C", "C", "C", "C", "C", "C", "C", "C", "C", "C", "C", "C", "C", "C", "C", "C", "C", "C", "P", "C", "C", "C", "C", "C", "C", "C", "C", "C", "C", "C", "C", "H", "H", "H", "H", "H", "H", "H", "H", "H", "H", "H", "H", "H", "H", "H", "H", "H", "H", "H", "H", "H", "H", "H", "H", "H", "H", "H", "H", "H", "H", "H", "H", "H", "H", "H", "H", "H", "H", "H", "H", "H", "H", "Cl", "C", "Cl", "H", "H", "B", "C", "N", "H", "H", "H"],
  "coordinates": [[-0.01829, -1.13795, 0.14740], [-5.65921, 2.44657, 3.95931], [-5.54928, 1.08678, 3.72844], [-4.49163, 0.58477, 2.99159], [-3.51553, 1.44655, 2.50156], [-3.66885, 2.82013, 2.67712], [-4.72596, 3.31597, 3.41458], [-2.04705, 0.89627, 1.55118], [-2.07032, -0.84491, 2.14531], [-1.81661, -1.19935, 3.46753], [-1.99569, -2.50996, 3.87783], [-2.41511, -3.47609, 2.97470], [-2.66544, -3.13256, 1.65454], [-2.50456, -1.81803, 1.24453], [-0.73094, 1.62743, 2.60530], [-0.89901, 2.06037, 3.91505], [0.15786, 2.65497, 4.58793], [1.37583, 2.83311, 3.95346], [1.53596, 2.41613, 2.64290], [0.49470, 1.81107, 1.96064], [0.48782, 1.22345, 0.15610], [2.19984, 1.48564, -0.64971], [2.48806, 2.69217, -1.27725], [3.66479, 2.89294, -1.97533], [4.58695, 1.86497, -2.07402], [4.32068, 0.64884, -1.47592], [3.13850, 0.45456, -0.76487], [2.84951, -1.16338, 0.03872], [3.98246, -1.05046, 1.46656], [4.37079, -2.23097, 2.10352], [5.15441, -2.18599, 3.24125], [5.52582, -0.96445, 3.78159], [5.10499, 0.20920, 3.18125], [4.34361, 0.16937, 2.02671], [3.76130, -2.34437, -1.02008], [5.11940, -2.62468, -0.88648], [5.69972, -3.61698, -1.65510], [4.93690, -4.33236, -2.56376], [3.58985, -4.04624, -2.71339], [3.00228, -3.05740, -1.94527], [-0.64825, 2.60644, -0.52401], [-0.52281, 3.93574, -0.14251], [-1.34248, 4.91679, -0.67973], [-2.31459, 4.57117, -1.60305], [-2.49203, 3.24565, -1.95764], [-1.66576, 2.26697, -1.41769], [-1.86040, 0.48928, -1.78160], [-3.48538, 0.53563, -2.62853], [-4.58499, 0.51633, -1.77301], [-5.86885, 0.56650, -2.27983], [-6.06434, 0.62865, -3.65023], [-4.97553, 0.63976, -4.50593], [-3.68716, 0.59474, -4.00220], [-0.69541, 0.34672, -3.18578], [0.23705, 1.32775, -3.50520], [1.12777, 1.12841, -4.54596], [1.09755, -0.04725, -5.27601], [0.17966, -1.03504, -4.95483], [-0.70835, -0.84070, -3.91460], [-6.47432, 2.83013, 4.55508], [-6.28129, 0.40557, 4.13777], [-4.42211, -0.47889, 2.81270], [-2.93573, 3.49113, 2.24652], [-4.81621, 4.37892, 3.57924], [-1.49478, -0.44943, 4.17604], [-1.82454, -2.77314, 4.91416], [-2.55686, -4.49380, 3.30786], [-3.00226, -3.87837, 0.94873], [-2.76413, -1.52896, 0.23245], [-1.85389, 1.95616, 4.41282], [0.02094, 2.98950, 5.60664], [2.18766, 3.32412, 4.47318], [2.47298, 2.58508, 2.12972], [1.76738, 3.49535, -1.22245], [3.85658, 3.84583, -2.44900], [5.51014, 2.00939, -2.61585], [5.03520, -0.15768, -1.56882], [4.07994, -3.18525, 1.67895], [5.48420, -3.10254, 3.70618], [6.13751, -0.93060, 4.67131], [5.37809, 1.16293, 3.60966], [4.03584, 1.08710, 1.54483], [5.72228, -2.07964, -0.17346], [6.75028, -3.83860, -1.53940], [5.39291, -5.11256, -3.15504], [2.98641, -4.60234, -3.41349], [1.94531, -2.84772, -2.04725], [0.22634, 4.20648, 0.59012], [-1.22200, 5.94926, -0.37895], [-2.94594, 5.33120, -2.04159], [-3.27475, 2.97902, -2.65569], [-4.41709, 0.47571, -0.70186], [-6.71514, 0.55414, -1.60874], [-7.06621, 0.67329, -4.05029], [-5.12975, 0.68810, -5.57419], [-2.83961, 0.61320, -4.67237], [0.26416, 2.25628, -2.95325], [1.84341, 1.90118, -4.78750], [1.78793, -0.19010, -6.09515], [0.15263, -1.96190, -5.50794], [-1.41919, -1.61660, -3.66526], [0.82000, -3.52097, 1.49858], [1.24662, -2.81065, 3.05984], [1.20608, -1.05269, 2.92071], [2.25543, -3.11468, 3.33481], [0.49899, -3.11479, 3.79314], [-0.80857, -4.48728, -2.98652], [-0.64479, -3.41139, -1.90598], [-0.48975, -2.56853, -1.12008], [-1.80708, -4.22461, -3.59989], [-0.88030, -5.55355, -2.44545], [0.17682, -4.40051, -3.67272]],
  "lowdin_charge": [0.27, -0.09, -0.08, -0.08, -0.36, -0.11, -0.08, 1.08, -0.43, -0.13, -0.10, -0.08, -0.08, -0.16, -0.39, -0.09, -0.07, -0.08, -0.11, -0.37, 0.58, -0.29, -0.10, -0.07, -0.07, -0.07, -0.37, 1.03, -0.40, -0.15, -0.08, -0.08, -0.07, -0.09, -0.36, -0.11, -0.08, -0.08, -0.06, -0.08, -0.35, -0.11, -0.08, -0.08, -0.06, -0.41, 1.04, -0.37, -0.11, -0.08, -0.09, -0.08, -0.08, -0.36, -0.08, -0.08, -0.08, -0.07, -0.12, 0.10, 0.10, 0.10, 0.11, 0.10, 0.10, 0.11, 0.11, 0.12, 0.08, 0.11, 0.10, 0.10, 0.09, 0.09, 0.10, 0.10, 0.10, 0.11, 0.11, 0.10, 0.11, 0.09, 0.11, 0.10, 0.10, 0.10, 0.08, 0.11, 0.10, 0.10, 0.10, 0.09, 0.10, 0.10, 0.10, 0.10, 0.09, 0.10, 0.10, 0.11, 0.09, 0.64, -0.87, 0.71, 0.02, 0.02, -0.42, -0.22, 0.05, 0.02, 0.01, 0.01],
  "energy_ev": -127237.423,
  "largest_force_ev_per_a": 1.53,
  "de_lowest_ev": 0.050
}

***

(2)
{
  "formula": "C7H10I2N2",
  "method": "ωB97M-V/def2-TZVPD",
  "elements": ["C", "C", "C", "C", "C", "C", "C", "N", "N", "I", "I", "H", "H", "H", "H", "H", "H", "H", "H", "H", "H"],
  "coordinates": [[0.88956, -2.32330, -0.64061], [-1.13249, 0.22845, -1.10238], [0.84212, -1.04621, -0.86093], [-1.34957, 0.58891, 0.16203], [-2.67233, 0.44593, 0.83131], [0.14421, -0.01439, -1.72280], [2.76530, 0.08989, 0.48235], [-0.48379, 1.72944, 1.92757], [-0.28789, 1.26433, 0.75463], [4.32438, -1.33101, 0.30541], [2.87994, 1.86222, -0.55388], [1.34251, -2.71410, 0.24451], [-0.00504, -2.99260, -0.88133], [-2.05413, -0.17464, -1.51444], [-2.48676, 0.35060, 1.93404], [-3.16250, 1.45227, 0.77151], [-3.21400, -0.25068, 0.28890], [0.19505, -0.14209, -2.77352], [0.56597, 0.96519, -1.36585], [2.43460, 0.05967, 1.43229], [0.46485, 1.95212, 2.28121]],
  "lowdin_charge": [-0.06, -0.07, -0.13, -0.38, -0.05, -0.22, -1.23, 0.10, -0.04, 0.72, 0.85, 0.02, 0.09, 0.12, 0.09, 0.10, 0.05, 0.11, 0.00, -0.12, 0.05],
  "spin_multiplicity": 3,
  "s_squared": 2.021,
  "energy_ev": -26593.919,
  "largest_force_ev_per_a": 3.97,
  "de_lowest_ev": 1.340
}

***

(3)
{
  "formula": "C17H47N6O4P3",
  "method": "ωB97M-V/def2-TZVPD",
  "elements": ["C", "N", "C", "P", "O", "N", "C", "C", "N", "C", "C", "H", "H", "H", "H", "H", "H", "H", "H", "H", "H", "H", "H", "H", "H", "H", "H", "H", "H", "C", "N", "C", "P", "O", "N", "C", "C", "N", "C", "C", "H", "H", "H", "H", "H", "H", "H", "H", "H", "H", "H", "H", "H", "H", "H", "H", "H", "H", "C", "C", "C", "O", "O", "C", "C", "P", "H", "H", "H", "H", "H", "H", "H", "H", "H", "H", "H"],
  "coordinates": [[2.08119, -1.13090, -1.09251], [1.05466, -0.11021, -0.98881], [-0.21269, -0.59975, -1.51434], [1.31342, 1.52702, -1.26906], [0.19031, 2.24094, -0.62072], [2.68096, 2.03548, -0.33044], [3.14579, 1.21579, 0.78458], [2.53402, 3.42366, 0.09945], [2.09521, 1.49407, -2.79543], [3.53796, 1.68556, -2.89177], [1.40187, 2.32194, -3.80413], [2.34362, -1.37166, -2.13365], [1.72006, -2.04104, -0.61091], [2.98728, -0.86583, -0.56650], [-0.18215, -0.74197, -2.60481], [-1.01670, 0.09819, -1.28094], [-0.45864, -1.55624, -1.04937], [2.33218, 0.84435, 1.41913], [3.82163, 1.80903, 1.40261], [3.73675, 0.37039, 0.44264], [1.88284, 3.52737, 0.97482], [2.11424, 4.03816, -0.69846], [3.51920, 3.82897, 0.34227], [3.87533, 2.67584, -2.57674], [3.80631, 1.54432, -3.94172], [4.07386, 0.93077, -2.32145], [1.51907, 3.39543, -3.61809], [0.33332, 2.09815, -3.80521], [1.78299, 2.09867, -4.80059], [-0.00182, -4.86200, 4.75502], [0.68871, -4.00608, 3.81160], [0.90647, -2.67663, 4.37248], [0.38827, -3.98755, 2.15366], [1.56935, -3.36014, 1.52688], [0.45329, -5.61904, 1.56140], [1.09799, -6.65983, 2.35441], [0.95427, -5.65695, 0.18962], [-1.31965, -3.81543, 2.12614], [-2.17559, -4.96141, 1.84071], [-1.75584, -2.64498, 1.33940], [-1.03010, -4.53201, 4.96271], [0.55073, -4.85786, 5.69668], [-0.03503, -5.89223, 4.42871], [-0.03425, -2.12034, 4.49320], [1.56839, -2.09868, 3.72918], [1.38509, -2.76036, 5.34904], [2.05687, -6.34653, 2.78492], [1.27370, -7.53110, 1.72168], [0.45214, -7.01304, 3.15469], [2.04579, -5.58377, 0.13625], [0.54100, -4.83762, -0.40026], [0.63914, -6.59165, -0.28042], [-2.05389, -5.36490, 0.83261], [-3.20811, -4.62288, 1.95765], [-2.01892, -5.75976, 2.56212], [-1.61971, -2.79220, 0.26096], [-1.18610, -1.76050, 1.63210], [-2.80793, -2.43316, 1.52991], [-4.51354, 5.81658, -3.06383], [-3.44158, 4.69560, -2.94526], [-2.07057, 5.29094, -3.11368], [-1.44741, 5.16854, -4.13327], [-1.55844, 6.06355, -2.10844], [-1.36297, 5.43674, -0.83721], [-2.61387, 5.35944, 0.07166], [-2.81443, 3.64020, 0.72207], [-4.05602, 6.79985, -3.14307], [-5.08827, 5.64847, -3.97279], [-5.21336, 5.78774, -2.23192], [-3.60205, 3.94809, -3.71461], [-3.56317, 4.19936, -1.98455], [-0.88276, 4.46133, -0.95402], [-0.63322, 6.06344, -0.33080], [-2.45386, 5.99773, 0.93777], [-3.49967, 5.72249, -0.44376], [-4.20529, 3.44671, 0.81351], [-2.31767, 2.81535, -0.30067]],
  "lowdin_charge": [-0.12, -0.30, -0.12, 0.62, -0.30, -0.31, -0.12, -0.15, -0.29, -0.13, -0.12, 0.09, 0.06, 0.05, 0.09, 0.07, 0.05, 0.09, 0.08, 0.05, 0.08, 0.07, 0.08, 0.08, 0.08, 0.07, 0.08, 0.08, 0.08, -0.13, -0.31, -0.12, 0.62, -0.27, -0.32, -0.13, -0.14, -0.29, -0.13, -0.12, 0.09, 0.09, 0.04, 0.08, 0.07, 0.08, 0.09, 0.08, 0.05, 0.08, 0.07, 0.08, 0.08, 0.08, 0.07, 0.07, 0.08, 0.08, -0.07, -0.14, -0.49, 0.13, -0.02, -0.24, -0.45, 0.80, 0.08, 0.07, 0.07, 0.12, 0.07, 0.08, 0.12, 0.06, 0.05, -0.13, -0.12],
  "energy_ev": -63387.875,
  "smiles": "CN(C)P(=O)(N(C)C)N(C)C.CN(C)P(=O)(N(C)C)N(C)C.CCC(=O)OCCP",
  "largest_force_ev_per_a": 4.56
}

***

(4)
{
  "formula": "CIN4",
  "method": "ωB97M-V/def2-TZVPD",
  "elements": ["C", "N", "N", "N", "N", "I"],
  "coordinates": [[0.34600, -0.23717, -0.26932], [-0.91022, -0.38932, -0.62986], [0.55260, 0.51222, 0.79639], [-1.53700, 0.32443, 0.29582], [-0.68039, 0.85358, 1.13248], [2.22901, -1.06373, -1.32551]],
  "lowdin_charge": [-0.87, -0.09, -0.11, -0.17, -0.16, 0.40],
  "energy_ev": -15098.098,
  "largest_force_ev_per_a": 2.54,
  "total_charge": -1,
  "de_lowest_ev": 0.275
}